# 1
Entry from OMol25: a structure of composition C24H33ClIrN6O3STe at a distorted geometry (ωB97M-V/def2-TZVPD).

- ΔE to the lowest compared entry with this formula, charge and spin: 41.3 kcal per mole
- Multiplicity: 2
- Strongest force on any atom: 1.49 eV Å⁻¹
- Charge: +2
- Gap between HOMO and LUMO (spin up / spin down): 7.489 / 5.881 eV

Geometry (Å):
Ir -0.96821 -0.33316 0.17510
N -2.01517 3.81484 -1.09452
C -1.77839 2.63380 -0.49982
S -1.24374 1.33087 -1.55934
N -1.89942 2.51005 0.77685
N -1.66964 1.22524 1.28411
C -1.64812 1.22844 2.58308
C -1.42985 0.11271 3.47317
C -1.26489 0.35560 4.83873
C -0.95009 -0.68665 5.69363
C -0.80527 -1.97501 5.18249
C -1.00774 -2.24579 3.83551
C -1.35379 -1.20821 2.98659
O -1.69725 -1.43217 1.70265
H -1.85296 3.95160 -2.07484
H -2.38253 4.57348 -0.54361
H -1.79109 2.21041 3.02397
H -1.38154 1.36357 5.21606
H -0.81555 -0.50432 6.74979
H -0.53861 -2.78471 5.84897
H -0.90330 -3.24495 3.43641
N -0.99888 -1.09252 -3.28714
C -1.63219 -2.45061 -3.37207
C -3.02165 -2.43506 -2.74781
C -3.07424 -2.43740 -1.21496
N -2.78161 -1.12949 -0.54495
C -2.16195 -3.49947 -0.61441
C -0.74623 -3.41078 -1.16242
N -0.09051 -2.23163 -0.53985
C -0.72418 -3.45525 -2.69191
H -1.59833 -0.35981 -3.67601
H -0.11055 -1.06638 -3.79207
H -0.81653 -0.82963 -2.30087
H -1.70180 -2.64943 -4.44167
H -3.51882 -3.35351 -3.06348
H -3.61328 -1.61383 -3.16337
H -4.10410 -2.69466 -0.95809
H -3.09193 -1.23972 0.43001
H -3.35564 -0.38153 -0.93582
H -2.56695 -4.49136 -0.82196
H -2.14345 -3.38516 0.46974
H -0.19938 -4.30019 -0.83808
H 0.86358 -2.13080 -0.88161
H 0.07006 -2.46697 0.45553
H -1.06700 -4.45385 -2.96866
H 0.29305 -3.36454 -3.08533
Cl 3.81096 0.44005 2.06230
C 2.58782 -0.54227 2.90745
C 1.46106 -0.93972 1.97317
O 1.28325 -2.10937 1.69759
O 0.76958 0.08462 1.54219
H 2.20216 0.06570 3.72370
H 3.07443 -1.43533 3.28498
C 2.50075 1.60478 -2.52437
Te 1.76955 0.60729 -0.77601
C 1.77179 2.55728 0.04466
C 2.89778 3.24326 -0.68657
C 3.57972 4.31120 -0.11818
C 4.62001 4.91128 -0.80961
C 4.99090 4.43929 -2.06171
C 4.32108 3.36696 -2.62820
C 3.26679 2.77201 -1.94752
H 1.65340 1.93357 -3.13095
H 3.12732 0.94015 -3.11683
H 1.91849 2.48236 1.11867
H 0.79231 2.99509 -0.15387
H 3.30523 4.66719 0.86620
H 5.15397 5.73837 -0.36364
H 5.81131 4.90085 -2.59252
H 4.62003 2.99332 -3.59871

=====

# 2
Entry from OMol25: a cluster of 7 separate species, C24H33ClN3O10 in total at a distorted geometry (ωB97M-V/def2-TZVPD).

- ΔE to the lowest compared entry with this formula, charge and spin: 0.0 kcal per mole
- Strongest force on any atom: 4.28 eV Å⁻¹
- Charge: -1
- Gap between HOMO and LUMO: 8.100 eV

Geometry (Å):
Cl -1.22533 0.98899 1.21167
O -1.80096 -0.13504 0.52701
O -1.95435 2.23242 0.84036
O -1.26838 0.59400 2.62081
O 0.14766 1.17799 0.86312
O -7.22731 0.90468 -7.46428
C -6.37594 0.58678 -6.64193
O -5.92633 1.46942 -5.60644
C -5.26992 0.70485 -4.60885
C -5.51851 -0.69258 -4.98607
C -5.66610 -0.73751 -6.47462
H -5.67226 0.87904 -3.61092
H -4.21134 0.96445 -4.62016
H -6.35968 -1.14185 -4.45816
H -4.62331 -1.19718 -4.62261
H -6.20292 -1.58837 -6.89410
H -4.70431 -0.44446 -6.89557
O 6.89716 -1.36027 1.76279
C 6.99736 -1.90156 0.67766
O 7.18697 -3.22380 0.46306
C 7.43671 -3.52162 -0.85255
C 6.97147 -2.29971 -1.57458
C 6.92527 -1.14510 -0.55721
H 6.94924 -4.44805 -1.15620
H 8.49188 -3.76993 -0.96677
H 6.01421 -2.48665 -2.06121
H 7.42431 -2.16713 -2.55715
H 6.01413 -0.54687 -0.55063
H 7.74169 -0.45427 -0.76774
O 7.06098 5.46652 6.79803
C 5.98323 5.37034 6.17317
O 5.29727 6.47102 5.92067
C 3.98642 6.13781 5.43252
C 3.78351 4.65507 5.64177
C 5.22528 4.09217 5.74718
H 3.98256 6.23079 4.34650
H 3.14420 6.62468 5.92419
H 3.18446 4.06169 4.95102
H 3.18094 4.63043 6.54974
H 5.65840 3.69110 4.83085
H 5.26532 3.44645 6.62441
N 0.94693 -4.62799 3.62759
C -0.03134 -5.58617 3.56864
C 0.54768 -6.74704 4.05815
C 1.87288 -6.45965 4.49847
C 2.09464 -5.14258 4.12927
H 0.90674 -3.64804 3.38636
H -0.98718 -5.27059 3.17724
H 0.09554 -7.72343 4.15101
H 2.52888 -7.05878 5.11257
H 2.96522 -4.52287 4.28559
N 0.26910 5.95411 -6.00763
C 0.93161 5.82630 -7.20567
C 1.36238 4.51597 -7.39855
C 0.74646 3.75482 -6.39939
C 0.09719 4.65834 -5.59384
H 0.02345 6.76280 -5.45467
H 1.05341 6.71383 -7.80887
H 1.87017 4.07081 -8.24139
H 0.89187 2.68649 -6.33683
H -0.43080 4.47634 -4.66944
N -8.04846 -2.39674 1.74469
C -9.21327 -3.13850 1.61707
C -9.49419 -3.75221 2.78155
C -8.29302 -3.53860 3.56550
C -7.32725 -2.86886 2.79410
H -7.69790 -1.68525 1.11940
H -9.78717 -2.98218 0.71564
H -10.40085 -4.20808 3.15108
H -8.05164 -3.76708 4.59309
H -6.38484 -2.41370 3.06074

=====

# 3
Entry from OMol25: a structure of composition C24H33F4N4O2PdSSi3 (ωB97M-V/def2-TZVPD).

- ΔE to the lowest compared entry with this formula, charge and spin: 0.0 kcal per mole
- Strongest force on any atom: 0.45 eV Å⁻¹
- Charge: -1
- Gap between HOMO and LUMO: 4.854 eV

Geometry (Å):
Pd 0.40804 1.21268 -0.48156
C -0.97444 -2.52549 -1.67769
O -0.09416 -1.58102 -1.08466
Si 1.48663 -1.38593 -1.60454
C 2.35120 -3.03458 -1.33376
C 1.47067 -1.15703 -3.47342
C 2.13751 0.05015 -0.63231
Si 2.84190 -0.42747 1.03749
C 4.62618 -0.99958 0.79705
C 2.91354 0.99250 2.27677
C 1.89778 -1.85267 1.85322
Si 2.90133 1.48088 -1.51305
C 1.39042 2.15517 -2.47454
C 3.49774 2.87084 -0.40294
C 4.34079 1.08818 -2.65964
H -0.64353 -3.55042 -1.47996
H -1.04859 -2.38236 -2.75964
H -1.97211 -2.38342 -1.26779
H 1.85238 -3.80010 -1.93517
H 2.34107 -3.36335 -0.29449
H 3.39178 -2.99466 -1.66864
H 1.01425 -2.03359 -3.94079
H 2.48878 -1.08496 -3.86310
H 0.90753 -0.28569 -3.80804
H 5.21695 -0.23865 0.27890
H 4.67771 -1.92059 0.21114
H 5.10682 -1.18932 1.76132
H 3.79758 1.61562 2.13602
H 2.97330 0.55800 3.27977
H 2.02992 1.62982 2.24664
H 1.01648 -2.13134 1.27520
H 1.56306 -1.54880 2.84764
H 2.52777 -2.73847 1.96640
H 0.35898 1.72449 -2.25199
H 1.42182 1.83078 -3.51538
H 1.26625 3.23428 -2.41356
H 2.73871 3.19153 0.31134
H 3.74525 3.73011 -1.03410
H 4.39890 2.60367 0.15241
H 4.03209 0.51910 -3.53790
H 5.09025 0.49740 -2.12678
H 4.82268 2.00546 -3.00865
C -1.70712 -1.32542 2.34581
S -1.60428 0.22666 1.47668
C -2.16900 1.33749 2.75140
O -0.08984 0.49146 1.41682
H -2.76043 -1.55386 2.51143
H -1.15629 -1.27763 3.28425
H -1.27166 -2.07239 1.68504
H -3.18512 1.05321 3.02779
H -2.15789 2.33005 2.30705
H -1.49600 1.28253 3.60640
F -5.29673 3.56868 -3.45004
C -5.03617 2.27854 -3.17449
C -6.02557 1.35256 -3.43407
F -7.16754 1.82600 -3.96304
C -5.91010 -0.02164 -3.14907
C -4.65653 -0.34455 -2.59846
C -3.66960 0.58288 -2.35996
F -2.48999 0.11908 -1.87945
C -3.80814 1.94414 -2.61211
C -2.74709 2.91092 -2.28952
C -1.92758 2.69420 -1.22985
N -1.25114 2.48377 -0.27882
C -2.50494 4.09324 -3.03531
N -2.26538 5.06517 -3.61102
F -4.36121 -1.62521 -2.28588
C -6.94791 -0.98444 -3.38553
C -8.20069 -0.64671 -3.94553
N -9.24077 -0.44006 -4.40933
C -6.80349 -2.35130 -3.06025
N -6.72283 -3.48240 -2.82485

=====

# 4
Entry from OMol25: a structure of composition C24H33GaNO2P2 at a distorted geometry (ωB97M-V/def2-TZVPD).

- Strongest force on any atom: 3.48 eV Å⁻¹
- Charge: +1
- Gap between HOMO and LUMO (spin up / spin down): 5.510 / 6.198 eV

Geometry (Å):
C -1.45780 3.24444 -2.58018
C -1.50343 1.92905 -2.11979
C -0.30562 1.28540 -1.69386
C 0.86209 2.07311 -1.56226
C 0.83479 3.43720 -1.89028
C -0.30307 4.00585 -2.45111
C 2.14584 1.46933 -1.17094
C 2.22241 0.06604 -1.60713
C 1.05536 -0.72594 -1.72368
C 1.21105 -2.07950 -2.12796
C 2.46917 -2.55199 -2.50273
C 3.60834 -1.76194 -2.36923
C 3.48255 -0.46728 -1.89377
H -2.36570 3.67484 -3.01312
H 1.74162 4.01730 -1.74226
H -0.29372 5.04230 -2.78588
H 2.96816 2.04179 -1.62063
H 2.55062 -3.57883 -2.86395
H 4.58570 -2.15850 -2.63896
H 4.35282 0.17751 -1.76587
N -0.19808 -0.10996 -1.44696
Ga -1.68602 -1.09905 -0.78919
C -2.86570 1.27216 -2.02701
H -2.98279 0.45629 -2.75934
H -3.68181 1.99177 -2.17908
C 0.06966 -3.07590 -2.10971
H -0.69667 -2.82494 -2.86117
H 0.42618 -4.09755 -2.29806
P -3.10836 0.58708 -0.32980
P -0.73733 -3.10404 -0.45241
C 0.61741 -3.29189 0.74828
H 0.18744 -3.52086 1.73474
H 1.30622 -4.10045 0.45714
H 1.19241 -2.36128 0.83495
C -1.71160 -4.61612 -0.33169
H -1.18303 -5.46002 -0.79564
H -1.88520 -4.82963 0.73090
H -2.67847 -4.46686 -0.82782
C -2.66900 1.96312 0.78155
H -3.45582 2.73333 0.77202
H -2.55376 1.58127 1.80435
H -1.72373 2.43172 0.47336
C -4.87691 0.32117 -0.10491
H -5.08386 0.25155 0.97079
H -5.44601 1.15430 -0.53752
H -5.16949 -0.61754 -0.59075
C 2.43936 1.14595 1.25081
O 3.35617 0.48526 1.66531
H 2.44028 1.59152 0.06792
C -0.24796 1.35506 3.65313
C 1.12433 0.86896 3.22983
C 2.17285 1.41894 4.16555
C 1.15680 -0.63843 3.19485
O 1.32096 1.43398 1.87183
H -0.44180 1.06561 4.69366
H -1.03334 0.90706 3.03396
H -0.31799 2.44773 3.58311
H 1.96486 1.08726 5.19077
H 3.16500 1.06083 3.88470
H 2.15275 2.51457 4.15792
H 0.35160 -1.03277 2.56304
H 2.12841 -0.99291 2.83895
H 1.00087 -1.02649 4.21122

=====

# 5
Entry from OMol25: a structure of composition C24H33GeN2O2S4SbW at a distorted geometry (ωB97M-V/def2-TZVPD).

- ΔE to the lowest compared entry with this formula, charge and spin: 45.8 kcal per mole
- Strongest force on any atom: 3.53 eV Å⁻¹
- Gap between HOMO and LUMO (spin up / spin down): 5.322 / 5.323 eV

Geometry (Å):
W -0.17001 1.30161 -2.07853
O 1.40146 0.62283 -2.88440
C 2.58468 0.07840 -2.71202
C 3.09654 -0.82865 -3.63302
C 4.33246 -1.38378 -3.36637
C 5.06825 -1.03518 -2.22162
C 4.55827 -0.10501 -1.34669
C 3.30203 0.45839 -1.59073
C 2.75943 1.48253 -0.74197
N 1.61496 2.02531 -0.83185
C 1.39203 3.14004 0.11163
C 0.07294 3.77994 -0.21839
N -0.84607 2.70109 -0.55352
C -1.88653 2.53647 0.14860
C -2.90912 1.57059 -0.15567
C -3.87927 1.19778 0.78044
C -4.86146 0.30650 0.42439
C -4.90878 -0.17365 -0.89538
C -3.99297 0.22197 -1.84814
C -2.97385 1.08187 -1.46181
O -2.05614 1.50519 -2.32954
H 2.51738 -1.05547 -4.51840
H 4.74364 -2.10309 -4.06448
H 6.03437 -1.48486 -2.03631
H 5.11674 0.19475 -0.46556
H 3.42611 1.86531 0.03520
H 2.19827 3.86396 0.02006
H 1.37807 2.75703 1.12987
H 0.16562 4.42284 -1.08936
H -0.30671 4.36806 0.61485
H -2.03446 3.19760 1.00267
H -3.83340 1.60321 1.78699
H -5.59785 -0.01372 1.15002
H -5.69188 -0.86616 -1.18060
H -4.03312 -0.10651 -2.87754
S 0.96018 0.49602 -6.39080
Sb -0.70962 1.04435 -4.97591
S 0.00657 3.09655 -3.67226
S -0.85834 -0.75801 -3.24309
S -2.80063 1.38773 -5.73896
C -2.31185 -0.25746 4.83440
C -1.22699 0.35867 3.95523
C -1.08311 -0.34989 2.61244
C -0.04421 0.28830 1.68412
Ge -0.18870 -0.40100 -0.17481
C 1.17035 -1.82212 -0.37866
C 0.84616 -3.04439 0.49652
C 1.54372 -3.02403 1.85675
C 1.01896 -4.10016 2.80226
H -2.45552 0.30484 5.75904
H -2.05632 -1.28543 5.10626
H -3.27003 -0.28625 4.30711
H -0.26676 0.33813 4.48323
H -1.45578 1.41617 3.77175
H -2.06198 -0.37208 2.11687
H -0.81613 -1.40007 2.78846
H 0.96925 0.09222 2.05183
H -0.16494 1.37570 1.70328
H -1.47023 -1.27324 -0.05467
H 2.16637 -1.44451 -0.13406
H 1.19353 -2.08203 -1.43766
H 1.14795 -3.95232 -0.03696
H -0.23498 -3.13283 0.65567
H 1.41723 -2.03903 2.31626
H 2.62016 -3.15857 1.70533
H -0.03414 -3.92619 3.04480
H 1.57812 -4.12573 3.73928
H 1.09004 -5.09053 2.34410

=====

# 6
Entry from OMol25: a structure of composition C24H33IrN6O4S2 at a distorted geometry (ωB97M-V/def2-TZVPD).

- Multiplicity: 2
- Strongest force on any atom: 1.94 eV Å⁻¹
- Charge: +1
- Gap between HOMO and LUMO (spin up / spin down): 5.364 / 4.815 eV

Geometry (Å):
Ir 0.00795 0.16189 -0.23710
C 1.64709 -5.05385 0.45742
C 2.20133 -3.87494 -0.25218
N 3.36693 -3.78644 -0.80822
N 3.37611 -2.53341 -1.37724
C 2.25459 -1.85370 -1.18257
S 1.81205 -0.30507 -1.73765
N 1.50194 -2.69769 -0.46736
N 0.25386 -2.30188 -0.00838
H 2.42390 -5.80923 0.53487
H 0.80787 -5.47159 -0.10155
H 1.29797 -4.79842 1.46010
H 4.17661 -2.22158 -1.90360
H -0.48400 -2.48925 -0.69538
H 0.01947 -2.78507 0.85282
C 3.02995 1.12017 5.77164
C 1.90028 1.30933 4.79262
C 1.54510 2.58975 4.37002
C 0.50695 2.78104 3.47625
C -0.18032 1.67313 2.99658
C 0.13937 0.38637 3.40608
C 1.17801 0.21738 4.30661
S -1.50119 2.02589 1.86605
O -2.73956 2.20535 2.62523
O -0.33220 4.17940 -0.11517
N -1.52986 0.66014 0.97184
C -2.81434 0.02501 0.70402
C -2.50303 -1.16834 -0.12544
O -3.00651 -2.24509 0.08662
O -1.59135 -0.90659 -1.04214
H 3.87604 1.76163 5.51837
H 3.36960 0.08438 5.79512
H 2.70759 1.38983 6.77979
H 2.09043 3.44802 4.74783
H 0.22442 3.78039 3.16023
H -0.42942 -0.46591 3.05386
H 1.42706 -0.78146 4.65084
H -3.48380 0.67560 0.12777
H -3.33804 -0.25304 1.61632
C 4.19588 5.01259 1.76254
C 3.53895 3.66522 1.58197
C 4.12895 2.50849 2.09218
C 3.52548 1.25643 1.95715
C 4.16864 0.02291 2.54075
C 2.34883 1.17166 1.25167
C 1.74305 2.30269 0.64408
C 2.33866 3.56944 0.89925
N 0.64237 2.08071 -0.15019
C 0.04052 3.14553 -1.00996
C -0.94951 5.31856 -0.71169
C 1.08387 3.60113 -2.04659
C -1.16880 2.60876 -1.76286
H 5.04849 4.95438 2.43833
H 3.48730 5.74210 2.15788
H 4.55345 5.39244 0.80390
H 5.07322 2.58483 2.62479
H 4.76368 0.26459 3.42169
H 4.83968 -0.43888 1.81123
H 3.41597 -0.71629 2.82136
H 1.86294 0.20195 1.14067
H 1.83565 4.46459 0.58076
H -0.24558 5.88274 -1.32781
H -1.28083 5.94701 0.10990
H -1.81834 5.04391 -1.31116
H 1.90809 4.14089 -1.59117
H 0.61502 4.23701 -2.79635
H 1.48793 2.72098 -2.55199
H -2.05443 2.60189 -1.12158
H -0.97959 1.59547 -2.11054
H -1.36956 3.21811 -2.64083